# 1
Density functional theory data (the ωB97M-V functional and the def2-TZVPD basis) for 2 unconnected molecules or ions with the total composition CH3NO2S at a distorted geometry.

## Properties
HOMO-LUMO gap   8.15 eV
E_HOMO   -8.08 eV
LUMO   0.063 eV

Geometry as ORCA input:
```
! RIJCOSX wB97M-V def2-TZVPD def2/J DEFGRID3
* xyz 0 1
C 0.262 -1.537 0.010
N -0.717 -0.836 0.163
O 1.209 -2.174 -0.097
O -0.059 1.678 0.220
S 1.728 1.143 -0.037
H -1.674 -1.116 0.108
H -0.468 0.736 0.252
H -0.280 2.106 -0.619
*
```

---

# 2
Density functional theory data (the ωB97M-V functional and the def2-TZVPD basis) for a molecular structure, CH3NO2S at a distorted geometry.

## Properties
HOMO-LUMO gap (alpha / beta)   8.08 / 8.08 eV
E_HOMO (alpha / beta)   -7.87 / -7.87 eV
LUMO (alpha / beta)   0.206 / 0.208 eV

Geometry as ORCA input:
```
! RIJCOSX wB97M-V def2-TZVPD def2/J DEFGRID3
* xyz 0 1
C -1.347 -1.179 0.182
N 0.797 1.283 -0.012
O -2.365 -0.552 0.360
O 1.730 -0.852 -0.400
S 0.840 -0.200 0.522
H -1.493 -2.084 -0.382
H 0.588 2.068 0.572
H 1.251 1.515 -0.843
*
```

---

# 3
Density functional theory data (the ωB97M-V functional and the def2-TZVPD basis) for 2 unconnected molecules or ions with the total composition CH3NO2S at a distorted geometry.

## Properties
HOMO-LUMO gap   9.49 eV
E_HOMO   -8.83 eV
LUMO   0.655 eV

Geometry as ORCA input:
```
! RIJCOSX wB97M-V def2-TZVPD def2/J DEFGRID3
* xyz 0 1
C -1.339 -2.043 1.585
N -0.118 0.723 -0.232
O -1.517 -1.992 2.704
O 1.244 -1.372 0.455
S 0.606 0.004 1.092
H 0.692 -2.104 0.730
H -1.072 1.002 -0.055
H 0.431 1.457 -0.658
*
```

---

# 4
Density functional theory data (the ωB97M-V functional and the def2-TZVPD basis) for 2 unconnected molecules or ions with the total composition CH3NO2S2 at a distorted geometry.

## Properties
HOMO-LUMO gap   7.50 eV
E_HOMO   -9.92 eV
LUMO   -2.421 eV

Geometry as ORCA input:
```
! RIJCOSX wB97M-V def2-TZVPD def2/J DEFGRID3
* xyz 0 1
C 1.580 -0.088 0.034
N -1.186 -0.355 -1.153
O -3.040 0.946 -0.193
O -1.267 0.286 1.379
S 0.765 -1.605 -0.496
S -1.888 0.228 0.072
H 0.952 0.286 1.005
H 1.535 0.698 -0.834
H 2.550 -0.396 0.185
*
```

---

# 5
Density functional theory data (the ωB97M-V functional and the def2-TZVPD basis) for 2 unconnected molecules or ions with the total composition CH3NO2S2 at a distorted geometry.

## Properties
HOMO-LUMO gap   7.40 eV
E_HOMO   -8.60 eV
LUMO   -1.200 eV

Geometry as ORCA input:
```
! RIJCOSX wB97M-V def2-TZVPD def2/J DEFGRID3
* xyz 0 1
C -2.535 -0.317 0.221
N -2.640 0.910 -0.137
O -3.803 1.534 0.276
O -1.668 1.580 -0.616
S -2.510 -1.871 0.055
S 1.210 -1.443 0.420
H -3.562 2.405 0.077
H 2.210 -2.304 0.332
H 0.713 -2.029 -0.664
*
```

---

# 6
Density functional theory data (the ωB97M-V functional and the def2-TZVPD basis) for a single CH3NO2S2 molecule at a distorted geometry.

## Properties
HOMO-LUMO gap   8.91 eV
E_HOMO   -9.27 eV
LUMO   -0.359 eV
SMILES   ON(O)C(=S)S

Geometry as ORCA input:
```
! RIJCOSX wB97M-V def2-TZVPD def2/J DEFGRID3
* xyz 0 1
O 1.433 -0.111 1.341
N 0.822 -0.338 0.141
O 1.293 0.447 -0.981
C -0.827 -0.125 0.100
S -1.502 0.444 1.400
S -1.420 -0.513 -1.444
H 0.945 0.614 1.991
H 2.058 -0.111 -1.277
H -2.802 -0.307 -1.271
*
```

---

# 7
Density functional theory data (the ωB97M-V functional and the def2-TZVPD basis) for 2 unconnected molecules or ions with the total composition CH3NO3 at a distorted geometry.

## Properties
HOMO-LUMO gap (alpha / beta)   8.81 / 8.60 eV
E_HOMO (alpha / beta)   -10.10 / -10.15 eV
LUMO (alpha / beta)   -1.292 / -1.552 eV

Geometry as ORCA input:
```
! RIJCOSX wB97M-V def2-TZVPD def2/J DEFGRID3
* xyz 0 1
C -0.604 -1.071 0.418
N -0.150 -0.029 -0.250
O -0.132 -1.647 1.336
O 1.989 0.696 0.311
O -0.490 0.403 -1.385
H -1.639 -1.119 -0.065
H 1.640 1.412 0.897
H -0.613 1.356 -1.262
*
```

---

# 8
Density functional theory data (the ωB97M-V functional and the def2-TZVPD basis) for a single CH3NO3 molecule at a distorted geometry.

## Properties
HOMO-LUMO gap   10.23 eV
E_HOMO   -10.22 eV
LUMO   0.010 eV
SMILES   [H]/N=C/OOO

Geometry as ORCA input:
```
! RIJCOSX wB97M-V def2-TZVPD def2/J DEFGRID3
* xyz 0 1
H 2.279 -0.127 -0.446
N 1.625 -0.697 0.111
C 0.488 -0.536 -0.504
O -0.583 -1.146 -0.089
O -1.871 -0.323 -0.414
O -2.033 0.500 0.636
H 0.401 0.402 -1.094
H -2.518 -0.089 1.377
*
```

---

# 9
Density functional theory data (the ωB97M-V functional and the def2-TZVPD basis) for 2 unconnected molecules or ions with the total composition CH3NO3S at a distorted geometry.

## Properties
HOMO-LUMO gap (alpha / beta)   8.65 / 8.65 eV
E_HOMO (alpha / beta)   -9.39 / -9.39 eV
LUMO (alpha / beta)   -0.734 / -0.734 eV
SMILES   [O-][N+](O)=S.C=O

Geometry as ORCA input:
```
! RIJCOSX wB97M-V def2-TZVPD def2/J DEFGRID3
* xyz 0 1
O -1.552 -1.714 1.768
N -0.784 -1.299 0.903
O -1.326 -0.849 -0.246
S 0.793 -1.283 1.199
H -0.609 -0.441 -0.900
C 0.892 1.411 -0.711
O 0.757 0.581 -1.555
H 1.393 2.381 -0.803
H 0.436 1.215 0.346
*
```

---

# 10
Density functional theory data (the ωB97M-V functional and the def2-TZVPD basis) for a molecular structure, CH3NO3S at a distorted geometry.

## Properties
HOMO-LUMO gap (alpha / beta)   6.37 / 7.48 eV
E_HOMO (alpha / beta)   -5.75 / -11.68 eV
LUMO (alpha / beta)   0.621 / -4.197 eV
Expectation value of S²   2.01

Geometry as ORCA input:
```
! RIJCOSX wB97M-V def2-TZVPD def2/J DEFGRID3
* xyz 0 3
C -0.038 0.486 -0.818
N -0.677 1.175 0.604
O -0.509 -2.215 -0.288
O 1.384 -1.138 0.749
O -0.860 -0.097 1.151
S 0.112 -1.015 0.130
H -0.614 0.413 -1.746
H 1.041 0.928 -0.805
H 0.161 1.462 1.021
*
```

---

For reference, energy above the lowest of the compared OMol25 structures with the same formula, charge and spin by record: 161.9; 259.4; 67.0; 391.7; 460.1; 364.5; 505.8; 502.0; 445.7; 492.9 kJ/mol.